1.
64
Properties=species:S:1:pos:R:3:forces:R:3 method="wB97M-V/def2-TZVPD" orbital_gap_ev=10.88 largest_force_ev_per_a=0.41 multiplicity=1 e_homo_ha=-0.3843 molar_mass_g_mol=583.40 charge=0
C 0.801622 -0.033758 -0.981811 -0.4 0.1 0.2
C -0.314957 0.923750 -0.608370 0.0 0.1 -0.3
Cl -0.625522 0.909081 1.169423 0.0 0.0 0.1
C -1.566666 0.644325 -1.441596 0.1 -0.1 0.1
Si -2.902840 -0.592649 -0.834515 -0.1 -0.1 0.0
Cl -2.368077 2.201003 -1.890612 0.0 0.1 0.0
H 1.176384 0.305254 -1.945146 0.2 -0.2 0.0
H 1.599977 -0.025810 -0.246795 0.1 0.1 -0.1
H 0.421797 -1.053743 -1.069455 0.1 0.0 0.0
H -0.012968 1.947371 -0.814603 0.1 0.0 0.1
H -1.199451 0.233944 -2.384285 0.0 0.1 -0.1
H -4.213046 -0.002350 -1.162852 0.0 0.0 0.0
H -2.722445 -1.842999 -1.595851 0.1 0.0 0.0
H -2.853513 -0.853013 0.614873 0.1 0.0 0.0
O -6.492357 3.654679 3.240557 0.0 0.0 0.0
C -5.380836 3.732793 2.830677 0.0 0.0 0.0
O -4.694706 4.891142 2.675962 0.0 0.0 0.0
C -3.328636 4.578412 2.384457 0.0 -0.1 0.0
C -3.434821 3.175548 1.812750 0.0 0.1 -0.1
O -4.617933 2.681998 2.455096 0.0 0.0 0.0
H -2.931041 5.311570 1.688693 -0.1 0.0 0.0
H -2.759123 4.605982 3.314992 0.0 0.0 0.0
H -3.597069 3.178891 0.733529 0.0 0.0 0.0
H -2.594842 2.529300 2.046286 -0.1 0.0 0.1
O 3.462174 -1.595191 0.087454 0.0 -0.1 0.0
C 3.366790 -1.828739 1.249795 0.0 0.0 0.1
O 4.066295 -1.201168 2.215371 0.1 0.2 -0.1
C 3.534356 -1.562890 3.493627 0.0 -0.1 0.1
C 2.863217 -2.890690 3.181968 0.1 0.0 0.0
O 2.537059 -2.748942 1.792341 0.0 0.0 0.0
H 4.346117 -1.620146 4.212388 0.0 0.0 -0.1
H 2.819851 -0.797780 3.800880 0.0 0.0 0.0
H 3.544911 -3.735008 3.292966 0.0 0.0 0.0
H 1.954394 -3.073185 3.747789 0.0 0.0 0.0
O 6.508147 -0.085387 4.001750 0.0 0.0 0.0
C 6.715867 0.513325 2.994252 -0.2 -0.1 0.0
O 6.446083 1.825065 2.810861 0.0 0.0 0.0
C 7.003135 2.234631 1.556633 0.0 0.0 -0.1
C 7.095137 0.917033 0.804120 -0.1 0.1 0.0
O 7.238788 -0.024466 1.873845 0.0 0.0 0.0
H 6.347300 2.965432 1.092916 -0.1 0.0 0.0
H 7.982883 2.678713 1.739341 0.0 0.0 0.0
H 6.181245 0.682084 0.256905 0.0 0.0 0.0
H 7.952790 0.843699 0.142049 0.0 0.0 0.0
O 2.318700 1.569656 -3.530002 0.0 0.0 -0.1
C 1.476779 1.578635 -4.368493 -0.1 0.1 0.1
O 0.548920 0.605583 -4.534206 0.0 0.0 0.0
C -0.447226 1.074370 -5.452029 0.0 0.1 0.0
C 0.314680 2.136551 -6.227613 0.0 -0.1 0.0
O 1.289951 2.565917 -5.270609 0.1 0.0 0.0
H -0.796951 0.244367 -6.058586 0.1 0.0 0.0
H -1.277700 1.493444 -4.880937 0.0 0.0 0.0
H 0.834348 1.725323 -7.094049 0.0 0.0 0.0
H -0.291094 2.985677 -6.529258 0.0 0.0 0.1
O -4.799635 -3.918689 -2.525029 0.0 0.0 0.0
C -4.947848 -4.336745 -1.424972 0.0 0.0 0.0
O -4.311899 -3.862935 -0.325630 0.0 0.1 0.0
C -4.906181 -4.446035 0.837850 -0.1 0.0 0.0
C -5.518859 -5.718259 0.275409 0.0 0.0 0.1
O -5.773611 -5.353743 -1.084390 0.0 0.0 0.0
H -4.139478 -4.615364 1.588179 0.0 0.0 0.0
H -5.658751 -3.758967 1.227453 0.0 0.0 0.0
H -4.819320 -6.555433 0.286997 0.0 0.0 0.0
H -6.450300 -6.010465 0.751257 0.0 0.0 0.0



2.
11
Properties=species:S:1:pos:R:3:forces:R:3 method="wB97M-V/def2-TZVPD" orbital_gap_ev=9.02 largest_force_ev_per_a=1.15 multiplicity=1 e_homo_ha=-0.3115 molar_mass_g_mol=103.15 de_lowest_kcal_mol=56.9 charge=0
N -2.695449 -0.070604 -0.129269 0.7 -0.4 0.1
N -1.427564 -0.637640 -0.025868 -1.1 0.3 -0.3
C -0.446543 0.160808 -0.073715 0.3 0.6 0.6
C 0.904724 -0.380662 -0.029247 -0.3 -0.8 -0.6
N 1.918037 0.376508 -0.020193 -0.3 0.4 0.1
S 3.442238 -0.312792 -0.041948 0.2 -0.3 0.0
H -3.350276 -0.660819 0.353707 -0.2 0.0 0.0
H -2.770473 0.905100 0.153812 0.2 -0.2 0.0
H -0.571913 1.247880 -0.046750 0.1 0.0 -0.2
H 0.925767 -1.482784 -0.110242 0.2 0.3 0.2
H 4.071448 0.855010 -0.030285 0.3 0.2 0.0



3.
127
Properties=species:S:1:pos:R:3:forces:R:3 method="wB97M-V/def2-TZVPD" orbital_gap_ev=1.15 largest_force_ev_per_a=1.93 multiplicity=1 e_homo_ha=-0.2048 molar_mass_g_mol=1233.10 charge=-1
C 1.651621 -3.014573 0.606661 -0.5 -0.3 -0.1
C 0.251841 -3.165525 -0.010794 0.8 -0.2 -0.7
C -0.442952 -1.846528 -0.403149 -0.5 -0.8 0.9
O 0.440901 -0.695266 -0.419127 -0.4 -0.1 0.1
C -0.308290 0.431440 -0.657109 0.5 -0.8 -0.2
C -0.907310 0.544977 -1.903331 0.2 -0.8 -0.8
C -1.710543 1.596663 -2.239817 -0.2 0.4 0.0
C -1.912890 2.571582 -1.287961 -1.1 0.9 -0.6
C -1.329270 2.471804 -0.061026 0.6 0.4 1.7
C -0.505142 1.407649 0.301286 0.2 -0.4 -0.4
N 0.081570 1.294192 1.605706 -0.3 0.9 0.1
B 1.334204 2.110376 1.760986 1.1 0.2 -0.2
O 1.213642 3.407475 2.186474 -0.1 -0.8 0.7
C 2.815577 1.582921 1.507053 -0.2 -0.7 0.5
C 2.990265 0.045602 1.592468 0.3 0.2 -0.6
C -0.858304 1.543272 2.630509 0.2 -0.3 0.1
C -1.741601 2.637931 2.592665 0.9 0.4 -1.7
C -2.657847 2.886926 3.575837 -0.5 0.5 0.6
C -2.764016 2.023274 4.653905 -1.1 -0.4 -0.2
P -4.016221 2.370621 5.997154 -0.2 0.5 0.8
O -5.037345 3.377782 5.179411 0.8 -1.2 -0.1
O -4.884765 0.972269 6.107713 0.5 0.5 -0.7
C -1.887706 0.905298 4.689243 -0.4 -0.8 0.5
Cl -2.032153 -0.198062 6.023660 0.1 0.4 -0.1
C -0.928953 0.653089 3.701638 -0.5 -0.6 -0.1
S 0.092425 -0.787045 3.832666 0.7 -0.3 -0.1
S -1.622096 3.701602 1.191981 -0.7 0.1 -0.1
H 1.584438 -2.339172 1.459181 0.4 0.0 -0.1
H 2.361139 -2.667491 -0.150135 -0.1 0.3 0.3
H 2.023558 -3.989292 0.942972 -0.2 0.1 0.0
H 0.377943 -3.759212 -0.926436 -0.1 0.0 0.2
H -0.383736 -3.778964 0.636059 -0.1 0.4 0.0
H -1.242331 -1.638911 0.328029 0.1 0.1 -0.1
H -0.938427 -2.011869 -1.365857 0.2 0.4 0.0
H -0.736394 -0.262531 -2.610379 0.0 0.1 0.1
H -2.203490 1.685942 -3.201388 0.2 -0.1 0.0
H -2.562465 3.412508 -1.506605 0.1 -0.1 0.1
H 2.062948 3.645455 2.580659 -0.1 0.5 -0.3
H 3.461211 2.021051 2.289699 -0.2 0.2 -0.2
H 3.216729 1.972309 0.561523 -0.2 0.0 0.1
H 3.322851 -0.315292 0.613654 -0.1 -0.2 0.2
H 2.053351 -0.448364 1.827650 0.1 0.1 0.0
H 3.730982 -0.254299 2.337521 -0.1 0.1 -0.1
H -3.326814 3.738529 3.511734 0.2 0.0 -0.1
H -5.225478 2.914493 4.344418 -0.5 0.6 -0.1
H -5.017546 0.579495 5.226098 -0.3 -0.2 0.2
H -0.673719 -1.736344 3.230660 -0.2 0.5 0.0
C 1.507243 4.085939 -3.554213 -0.2 -0.3 0.0
C 0.875498 4.838675 -4.703144 0.4 0.2 -0.1
O -0.282445 5.469512 -4.128535 0.0 -0.2 0.3
S 0.023390 5.848613 -2.599327 0.5 -0.4 -0.4
O 0.398142 7.212630 -2.525868 -0.1 0.1 0.2
O -1.014180 5.297922 -1.804992 -0.3 0.3 0.2
O 1.334575 4.952963 -2.415394 -0.2 0.5 -0.2
H 0.985329 3.150365 -3.353540 0.0 0.0 0.0
H 2.555933 3.883088 -3.719785 0.1 0.2 0.2
H 0.590468 4.184301 -5.519158 -0.2 0.0 0.1
H 1.537804 5.622447 -5.078990 0.0 0.0 0.0
Be -3.823425 0.132825 3.076335 0.5 -0.3 0.3
N -1.193391 6.348658 3.494810 0.4 0.3 -0.1
O -1.149819 6.934045 2.409527 -0.1 -0.1 -0.1
O -0.308004 6.512550 4.339671 -0.1 -0.1 0.1
O -2.147218 5.566609 3.739572 -0.2 -0.3 0.0
C -7.387629 6.423581 4.494317 0.2 0.0 0.0
Cl -8.151518 4.831721 4.345210 0.0 0.0 0.0
Cl -7.389595 6.917011 6.192298 0.0 0.0 0.0
Cl -5.729232 6.341664 3.905343 0.0 0.0 0.0
Cl -8.300167 7.601321 3.539068 0.0 0.0 0.0
C 1.449559 1.010438 -7.071806 0.0 0.1 0.0
C 2.290938 1.194301 -5.834579 0.1 0.0 0.1
O 2.335172 2.262770 -5.230711 0.0 -0.2 -0.3
N 3.004809 0.132528 -5.398601 -0.2 0.2 -0.2
C 3.077029 -1.200782 -5.972974 0.2 0.1 0.4
H 0.935663 1.941137 -7.295115 0.0 0.0 0.1
H 2.078406 0.746959 -7.923125 -0.1 -0.1 0.0
H 0.703748 0.232500 -6.906144 0.0 0.0 -0.1
H 3.543218 0.323042 -4.567456 0.0 -0.1 0.0
H 2.742258 -1.927599 -5.232420 0.0 -0.1 -0.1
H 4.112254 -1.419912 -6.237136 -0.1 -0.1 -0.1
H 2.458598 -1.287709 -6.859494 0.0 0.1 0.0
F -2.014372 0.721953 -6.625949 0.1 0.0 0.0
C -3.069183 1.544038 -6.797061 -0.3 0.2 0.0
C -4.047315 1.592774 -5.823968 0.0 -0.1 0.2
C -5.129069 2.443484 -5.998504 0.1 0.0 -0.1
C -5.223151 3.223427 -7.143421 -0.1 0.0 0.0
C -4.232178 3.157265 -8.113280 -0.1 0.0 0.1
C -3.142889 2.315649 -7.939112 0.2 0.0 -0.2
H -3.959830 0.970520 -4.942438 0.0 0.0 0.0
H -5.899300 2.497210 -5.240671 0.0 0.0 0.0
H -6.070100 3.883316 -7.278861 0.0 0.0 0.0
H -4.306953 3.761964 -9.007437 0.0 0.0 0.0
H -2.355781 2.256132 -8.679651 0.0 0.0 0.0
C 5.826352 1.111497 5.797289 0.0 -0.2 -0.1
C 4.383640 0.916798 5.397903 -0.1 -0.1 0.0
O 3.998610 -0.117230 4.905057 0.0 0.1 0.0
C 3.440418 2.072187 5.640639 -0.2 -0.2 -0.1
H 6.388335 0.208328 5.568133 0.0 0.0 0.0
H 6.258208 1.946092 5.242311 0.0 0.1 0.2
H 5.894021 1.306791 6.868772 0.0 0.2 0.0
H 3.770031 2.948999 5.079771 0.1 0.1 0.2
H 3.404530 2.309537 6.704793 0.1 0.2 0.0
H 2.440064 1.797250 5.308497 0.0 0.0 0.0
C -4.271049 -3.214211 1.810248 -0.2 0.1 -0.7
O -5.290896 -3.272303 2.541130 -0.1 0.3 0.0
O -3.084412 -3.122417 2.550118 -0.2 0.4 0.5
O -4.177907 -3.204575 0.586921 0.1 0.0 0.2
H -3.526276 -3.153368 3.416444 0.7 -0.1 0.3
C 3.494282 -7.434212 0.361337 0.0 0.2 -0.1
O 2.406520 -7.136298 1.235649 0.1 -0.1 0.2
C 1.475894 -8.200211 1.335787 -0.1 0.4 0.1
C 1.657115 -8.979102 2.622920 0.0 -0.3 -0.3
O 2.895834 -9.677292 2.647481 0.0 0.2 0.1
C 3.877022 -9.023476 3.427658 0.0 -0.1 0.0
H 4.260267 -6.671935 0.510926 -0.1 0.0 0.1
H 3.928664 -8.413635 0.575059 0.0 0.0 0.0
H 3.163966 -7.400509 -0.674491 0.1 -0.1 0.0
H 1.546234 -8.861146 0.466877 0.1 0.0 0.0
H 0.475796 -7.753083 1.337853 0.0 -0.1 0.0
H 0.866226 -9.733521 2.689774 0.0 0.0 0.0
H 1.567576 -8.316350 3.489566 0.0 0.0 0.0
H 3.653225 -9.141879 4.494827 0.0 0.1 0.0
H 3.945870 -7.960533 3.184442 0.0 0.0 0.0
H 4.838102 -9.492189 3.217817 0.0 -0.1 0.0
N 2.767087 -8.118302 -3.311172 0.0 -0.1 -0.1
O 3.284887 -8.914183 -2.508914 0.0 0.0 0.0
O 2.677788 -6.912725 -3.017002 0.0 0.1 0.0
O 2.341299 -8.522431 -4.401468 0.0 0.0 0.0